No. 1
71
Properties=species:S:1:pos:R:3:lowdin_charge:R:1 method="wB97M-V/def2-TZVPD" orbital_gap_ha=0.28244 e_tot_ev=-196706.124 de_lowest_kj_mol=80.7 homo_energy_ev=-10.58 multiplicity=1 total_charge=+1 lumo_energy_ev=-2.9
Sn 0.338 -0.104 -0.355 1.182
C 3.674 -0.576 -3.156 -0.019
C 2.588 -1.108 -2.470 -0.122
N 1.728 -0.138 -2.151 -0.077
N 2.249 1.027 -2.609 -0.022
C 3.416 0.782 -3.216 -0.040
B 1.482 2.360 -2.442 -0.491
N 1.477 2.781 -0.940 -0.012
C 1.840 3.940 -0.373 -0.036
C 1.488 3.916 0.965 -0.016
C 0.893 2.671 1.152 -0.138
N 0.892 1.999 0.003 -0.085
N 0.008 2.141 -2.801 -0.018
C -0.764 2.813 -3.672 -0.040
C -2.075 2.440 -3.465 -0.025
C -2.007 1.520 -2.416 -0.184
N -0.748 1.333 -2.032 -0.053
H 4.522 -1.103 -3.560 0.108
H 2.379 -2.133 -2.198 0.128
H 3.990 1.585 -3.653 0.135
H 1.971 3.217 -3.122 0.129
H 2.328 4.702 -0.959 0.134
H 1.638 4.692 1.694 0.108
H 0.464 2.227 2.038 0.117
H -0.329 3.501 -4.379 0.132
H -2.952 2.797 -3.978 0.107
H -2.810 1.008 -1.917 0.066
Br 0.188 -3.136 1.348 0.919
C 1.730 -2.616 2.288 -0.587
C 2.088 -3.436 3.315 -0.128
C 3.292 -3.219 4.010 -0.062
C 4.098 -2.200 3.624 -0.028
C 3.729 -1.332 2.565 -0.153
C 4.641 -0.323 2.186 -0.025
C 4.367 0.494 1.143 -0.050
C 3.129 0.380 0.478 -0.137
C 2.167 -0.539 0.827 -0.181
C 2.488 -1.490 1.866 -0.191
H 1.458 -4.275 3.574 0.100
H 3.571 -3.880 4.820 0.114
H 5.052 -2.034 4.111 0.119
H 5.573 -0.233 2.733 0.121
H 5.076 1.249 0.827 0.113
H 2.967 1.069 -0.333 0.071
Br -2.601 2.759 1.159 0.850
C -3.482 1.519 2.297 -0.578
C -4.516 2.013 3.077 -0.120
C -5.256 1.146 3.866 -0.059
C -4.980 -0.213 3.862 -0.058
C -3.954 -0.700 3.070 -0.010
C -3.181 0.159 2.293 -0.160
C -2.129 -0.453 1.421 -0.608
O -2.440 -1.490 0.782 -0.215
O -0.980 0.090 1.367 -0.177
H -4.747 3.068 3.055 0.102
H -6.057 1.537 4.480 0.114
H -5.571 -0.892 4.461 0.112
H -3.730 -1.759 3.046 0.125
C -1.738 -3.806 -1.143 -0.299
Sb -1.805 -1.727 -1.432 1.381
C -1.176 -1.584 -3.480 -0.279
C -3.864 -1.356 -1.673 -0.223
H -2.432 -4.258 -1.853 0.030
H -2.053 -4.022 -0.126 -0.005
H -0.734 -4.184 -1.313 0.006
H -1.659 -2.384 -4.046 0.019
H -0.093 -1.689 -3.540 -0.007
H -1.474 -0.620 -3.884 0.002
H -4.175 -1.762 -2.635 0.035
H -4.097 -0.297 -1.627 0.007
H -4.370 -1.862 -0.855 0.029

***

No. 2
48
Properties=species:S:1:pos:R:3:nbo_charge:R:1 method="wB97M-V/def2-TZVPD" smiles=CC#N.CC#N.CC#N.CC#N.CC#N.CC#N.CC#N.CC#N orbital_gap_ha=0.41667 e_tot_ev=-28899.739 de_lowest_kj_mol=38.1 homo_energy_ev=-11.14 multiplicity=1 lumo_energy_ev=0.2
C 1.933 0.644 -4.123 -0.734
C 2.843 -0.477 -3.948 0.314
N 3.556 -1.337 -3.792 -0.366
H 2.425 1.614 -4.064 0.261
H 1.249 0.661 -3.271 0.243
H 1.414 0.478 -5.063 0.276
C 0.139 -0.966 4.294 -0.717
C 0.154 0.383 4.858 0.317
N 0.150 1.422 5.309 -0.386
H 0.884 -1.619 4.718 0.268
H 0.088 -0.827 3.219 0.273
H -0.846 -1.373 4.551 0.247
C -0.899 2.523 -1.854 -0.724
C -0.163 3.360 -2.807 0.292
N 0.447 3.984 -3.546 -0.344
H -0.827 1.506 -2.245 0.256
H -1.946 2.817 -1.868 0.253
H -0.490 2.632 -0.855 0.267
C 0.154 -3.422 -4.203 -0.725
C 0.555 -2.490 -5.258 0.313
N 0.847 -1.750 -6.068 -0.360
H 1.064 -3.864 -3.807 0.261
H -0.547 -4.122 -4.659 0.247
H -0.419 -2.847 -3.474 0.267
C -3.861 0.261 3.156 -0.729
C -2.875 0.291 2.097 0.309
N -2.116 0.303 1.239 -0.356
H -3.763 1.150 3.781 0.261
H -3.777 -0.605 3.802 0.258
H -4.857 0.301 2.720 0.260
C 0.281 -4.473 -0.325 -0.730
C 0.420 -3.754 0.937 0.331
N 0.482 -3.198 1.917 -0.386
H 0.577 -3.815 -1.144 0.277
H -0.789 -4.640 -0.456 0.254
H 0.890 -5.369 -0.324 0.254
C 0.060 4.434 3.676 -0.747
C 0.563 3.994 2.396 0.322
N 0.968 3.665 1.386 -0.374
H 0.685 5.219 4.113 0.257
H -0.010 3.669 4.443 0.290
H -0.916 4.910 3.545 0.250
C 1.173 0.434 0.535 -0.733
C 0.748 -0.503 -0.497 0.351
N 0.513 -1.233 -1.345 -0.416
H 1.324 1.401 0.055 0.272
H 2.112 0.081 0.957 0.260
H 0.404 0.548 1.292 0.266

***

No. 3
14
Properties=species:S:1:pos:R:3:nbo_charge:R:1 method="wB97M-V/def2-TZVPD" s_squared=12.021 orbital_gap_ha="0.21505 / 0.30584" e_tot_ev=-42891.233 de_lowest_kj_mol=272.9 homo_energy_ev="-20.55 / -24.28" multiplicity=7 total_charge=+3 lumo_energy_ev="-14.7 / -16.0"
O -0.172 -1.506 -1.748 -0.782
C -0.318 -1.692 -0.601 0.424
C -0.425 -1.268 0.653 -0.257
Li 0.846 -2.766 -2.525 0.987
Fe 1.044 -0.043 -1.683 1.546
H -1.401 -0.951 0.994 0.281
H 0.267 -1.636 1.397 0.276
C -0.287 1.699 0.294 0.404
C 0.864 0.719 0.335 -0.704
O -1.140 1.606 1.342 -0.513
H -0.548 2.396 -0.498 0.267
H 1.659 1.045 -0.341 0.178
H 1.386 0.070 1.031 0.330
H -1.775 2.329 1.350 0.563